Record 1
Entry from the OMol25 dataset: a cluster of 2 separate species, C2H9N2O in total at a distorted geometry (ωB97M-V/def2-TZVPD).

Cartesian coordinates (Å):
C1 -1.237 -0.279 2.348
N1 -0.176 -1.079 1.630
H1 -1.374 -0.601 3.372
H2 -2.086 -0.363 1.672
H3 -0.974 0.776 2.343
H4 -0.580 -1.961 1.315
H5 0.112 -0.529 0.797
H6 0.599 -1.390 2.217
C2 0.276 0.237 -1.729
N2 0.535 1.531 -2.021
O1 0.784 -0.288 -0.745
H7 -0.322 -0.322 -2.444
H8 -0.136 2.065 -2.525
H9 1.442 1.855 -1.725

Calculated values
- Net charge: +1
- Orbital gap: 11.21 eV
- LUMO level: -3.23 eV
- Relative energy (zero: lowest compared OMol25 entry of this formula, charge and spin): 21.54 kcal per mole
- Energy: -7241.4218 eV
- Multiplicity: 1
- HOMO energy: -0.531 Ha



Record 2
Entry from the OMol25 dataset: a cluster of 2 separate species, C2H9N2O in total at a distorted geometry (ωB97M-V/def2-TZVPD).

Cartesian coordinates (Å):
C1 0.441 1.477 1.243
N1 0.038 0.649 -1.680
C2 -0.798 0.320 -0.490
N2 -0.002 0.195 0.682
H1 1.178 1.296 2.064
H2 -0.390 2.053 1.589
H3 0.956 2.093 0.520
H4 0.884 0.094 -1.676
H5 -1.332 -0.662 -0.680
H6 -1.543 1.084 -0.354
H7 0.480 -3.047 0.859
H8 -0.428 0.648 -2.589
H9 0.249 -1.483 0.678
O1 0.231 -2.347 0.258

Calculated values
- Net charge: +1
- Orbital gap: 5.52 eV
- LUMO level: -9.53 eV
- Relative energy (zero: lowest compared OMol25 entry of this formula, charge and spin): 157.65 kcal per mole
- Energy: -7235.5197 eV
- Multiplicity: 1
- HOMO energy: -0.553 Ha



Record 3
Entry from the OMol25 dataset: a structure of composition C2H9N2O2P at a distorted geometry (ωB97M-V/def2-TZVPD).

Cartesian coordinates (Å):
C1 2.178 0.509 0.546
C2 1.068 -0.408 0.079
N1 -2.879 -0.184 -0.128
N2 0.107 0.460 -0.577
O1 -1.707 2.164 -0.229
O2 -1.016 0.575 1.803
P1 -1.011 0.907 0.414
H1 2.432 1.088 -0.375
H2 1.735 1.150 1.376
H3 3.163 0.183 0.908
H4 1.389 -1.105 -0.742
H5 0.789 -1.091 0.866
H6 -2.871 -1.080 0.469
H7 -3.487 0.514 0.309
H8 -1.114 2.277 -0.991
H9 -3.172 -0.506 -1.081

Calculated values
- Orbital gap: 9.17 eV
- LUMO level: 0.34 eV
- Relative energy (zero: lowest compared OMol25 entry of this formula, charge and spin): 21.52 kcal per mole
- Energy: -18584.4989 eV
- Multiplicity: 1
- HOMO energy: -0.325 Ha



Record 4
Entry from the OMol25 dataset: a cluster of 2 separate species, C2H9N2O3 in total at a distorted geometry (ωB97M-V/def2-TZVPD).

Cartesian coordinates (Å):
C1 -1.680 0.163 -0.395
C2 -0.573 -0.812 -0.140
N1 2.756 0.710 -0.030
N2 -1.401 1.192 0.556
O1 -2.861 -0.549 -0.258
O2 -0.973 -1.960 0.363
O3 0.570 -0.532 -0.346
H1 -1.605 0.821 -1.371
H2 2.554 -0.221 -0.473
H3 3.080 0.460 0.899
H4 -1.777 2.078 0.278
H5 -1.635 0.977 1.495
H6 1.768 0.919 -0.245
H7 -3.589 0.024 -0.521
H8 -1.914 -2.065 0.466
H9 3.516 1.213 -0.561

Calculated values
- Net charge: +1
- Orbital gap: 10.42 eV
- LUMO level: -3.39 eV
- Relative energy (zero: lowest compared OMol25 entry of this formula, charge and spin): 4.55 kcal per mole
- Energy: -11336.0474 eV
- Multiplicity: 1
- HOMO energy: -0.507 Ha



Record 5
Entry from the OMol25 dataset: the molecule C2H9N2O3P at a distorted geometry (ωB97M-V/def2-TZVPD).

Cartesian coordinates (Å):
C1 1.951 1.618 -0.038
C2 0.219 -2.612 -0.341
N1 -2.496 0.853 0.451
N2 -1.351 1.016 -0.367
O1 0.167 -0.243 1.575
O2 1.287 0.626 -0.825
O3 -0.176 -1.362 -0.950
P1 -0.044 0.018 -0.183
H1 2.606 2.084 -0.673
H2 2.205 1.308 1.017
H3 1.298 2.553 0.084
H4 -0.200 -3.513 -0.978
H5 -0.189 -2.590 0.626
H6 1.356 -2.519 -0.186
H7 -2.831 -0.138 0.503
H8 -2.183 1.215 1.338
H9 -1.620 1.688 -1.053

Calculated values
- Orbital gap: 10.08 eV
- LUMO level: 0.83 eV
- Relative energy (zero: lowest compared OMol25 entry of this formula, charge and spin): 63.08 kcal per mole
- Energy: -20630.1279 eV
- Multiplicity: 1
- SMILES: COP(=O)(NN)OC
- HOMO energy: -0.340 Ha



Record 6
Entry from the OMol25 dataset: a cluster of 2 separate species, C2H9N2O8P in total at a distorted geometry (ωB97M-V/def2-TZVPD).

Cartesian coordinates (Å):
C1 -2.175 1.027 -1.094
O1 -0.738 0.602 -1.175
C2 -0.558 -0.555 -0.284
N1 0.865 -1.054 -0.160
O2 1.794 -0.097 0.010
P1 0.912 -2.155 1.287
O3 -0.567 -2.649 1.699
O4 1.761 -3.649 0.836
O5 1.809 -1.484 2.623
H1 -2.696 0.664 -0.097
H2 -2.304 2.198 -1.121
H3 -2.800 0.526 -1.974
H4 -0.915 -0.230 0.785
H5 -1.202 -1.438 -0.750
H6 1.135 -1.681 -0.973
H7 1.387 0.714 0.438
H8 1.191 -4.010 0.092
H9 1.617 -0.511 2.768
N2 0.371 3.445 -0.728
O6 0.750 4.403 -1.422
O7 -0.256 2.509 -1.251
O8 0.619 3.423 0.489

Calculated values
- Orbital gap: 5.37 eV
- LUMO level: -2.01 eV
- Energy: -30858.4875 eV
- Multiplicity: 1
- HOMO energy: -0.271 Ha



Record 7
Entry from the OMol25 dataset: a cluster of 2 separate species, C2H9N2OP in total at a distorted geometry (ωB97M-V/def2-TZVPD).

Cartesian coordinates (Å):
C1 -1.628 0.541 -1.286
C2 -0.533 1.288 -0.523
N1 0.659 0.635 -0.272
N2 1.232 0.454 0.791
O1 0.066 -1.808 1.490
P1 1.412 -1.998 1.024
H1 -1.188 -0.330 -1.746
H2 -2.426 0.155 -0.703
H3 -2.028 1.051 -2.158
H4 -0.057 2.131 -1.059
H5 -1.085 1.551 0.517
H6 1.764 -1.331 -0.159
H7 0.819 0.761 1.766
H8 2.463 -1.512 1.753
H9 1.541 -3.372 0.744

Calculated values
- Orbital gap: 9.71 eV
- LUMO level: 0.60 eV
- Relative energy (zero: lowest compared OMol25 entry of this formula, charge and spin): 99.83 kcal per mole
- Energy: -16533.0237 eV
- Multiplicity: 1
- SMILES: [H]/N=N\CC.O=[PH3]
- HOMO energy: -0.335 Ha



Record 8
Entry from the OMol25 dataset: the molecule C2H9N2OP at a distorted geometry (ωB97M-V/def2-TZVPD).

Cartesian coordinates (Å):
C1 -0.089 -1.663 -0.711
C2 0.336 1.128 -1.565
N1 -0.155 0.178 2.419
N2 0.515 0.627 1.056
O1 -1.846 0.407 0.024
P1 -0.421 0.072 -0.247
H1 0.004 -2.419 0.193
H2 -0.892 -2.162 -1.375
H3 0.994 -1.631 -1.013
H4 -0.095 2.166 -1.463
H5 1.459 1.092 -1.531
H6 -0.061 0.826 -2.456
H7 -1.160 0.257 2.305
H8 -0.014 0.919 3.202
H9 1.423 0.204 1.163

Calculated values
- Orbital gap: 10.03 eV
- LUMO level: 0.80 eV
- Relative energy (zero: lowest compared OMol25 entry of this formula, charge and spin): 31.88 kcal per mole
- Energy: -16535.9702 eV
- Multiplicity: 1
- SMILES: CP(C)(=O)NN
- HOMO energy: -0.339 Ha



Record 9
Entry from the OMol25 dataset: a cluster of 2 separate species, C2H9N2P3 in total at a distorted geometry (ωB97M-V/def2-TZVPD).

Cartesian coordinates (Å):
C1 1.453 -0.410 -0.375
C2 2.552 0.270 -0.124
N1 -1.358 1.012 0.118
N2 -1.354 -1.407 0.826
P1 -0.841 2.624 -0.320
P2 -2.076 -1.928 -0.705
P3 -0.714 0.135 1.254
H1 0.904 -1.115 0.224
H2 0.013 3.112 0.649
H3 1.263 -0.347 -1.444
H4 2.901 1.166 -0.673
H5 2.980 0.018 0.931
H6 -1.246 -1.914 1.680
H7 -1.936 3.089 0.351
H8 -1.231 -3.047 -0.779
H9 -1.309 -1.258 -1.614

Calculated values
- Orbital gap: 8.60 eV
- LUMO level: 0.21 eV
- Relative energy (zero: lowest compared OMol25 entry of this formula, charge and spin): 23.82 kcal per mole
- Energy: -33063.4861 eV
- Multiplicity: 1
- SMILES: P/N=P/NP.C=C
- HOMO energy: -0.308 Ha



Record 10
Entry from the OMol25 dataset: a cluster of 2 separate species, C2H9N2S in total at a distorted geometry (ωB97M-V/def2-TZVPD).

Cartesian coordinates (Å):
C1 -1.137 0.855 -0.003
C2 0.109 0.051 0.306
N1 1.252 0.626 -0.251
N2 -0.122 -1.400 -0.223
S1 2.746 0.001 0.098
H1 -1.212 1.052 -1.070
H2 -1.069 1.813 0.505
H3 -2.034 0.350 0.347
H4 0.246 -0.050 1.392
H5 0.927 0.500 -1.939
H6 0.685 -2.000 -0.022
H7 -0.231 -1.332 -1.246
H8 -0.971 -1.819 0.177
H9 3.409 1.147 -0.062

Calculated values
- Net charge: +1
- Orbital gap: 8.17 eV
- LUMO level: -5.04 eV
- Relative energy (zero: lowest compared OMol25 entry of this formula, charge and spin): 95.23 kcal per mole
- Energy: -16025.2775 eV
- Multiplicity: 1
- HOMO energy: -0.485 Ha



Record 11
Entry from the OMol25 dataset: a cluster of 2 separate species, C2H9N2S2 in total at a distorted geometry (ωB97M-V/def2-TZVPD).

Cartesian coordinates (Å):
C1 2.094 -1.307 -1.006
S1 2.449 -0.155 0.352
S2 0.889 1.432 -0.258
H1 2.314 -0.776 -1.974
H2 1.067 -1.696 -0.916
H3 2.835 -2.188 -0.976
H4 1.762 1.839 -1.171
N1 -2.050 0.964 -0.248
C2 -2.066 0.059 0.813
N2 -1.098 -0.051 1.780
H5 -1.128 1.556 -0.348
H6 -2.605 0.932 -1.051
H7 -2.822 -0.738 0.667
H8 -1.293 -0.628 2.611
H9 -0.349 0.757 1.723

Calculated values
- Net charge: +1
- Orbital gap: 8.55 eV
- LUMO level: -4.40 eV
- Relative energy (zero: lowest compared OMol25 entry of this formula, charge and spin): 39.70 kcal per mole
- Energy: -26863.0274 eV
- Multiplicity: 1
- HOMO energy: -0.476 Ha



Record 12
Entry from the OMol25 dataset: a structure of composition C2H9N2S2 at a distorted geometry (ωB97M-V/def2-TZVPD).

Cartesian coordinates (Å):
C1 -1.146 0.168 -0.239
C2 -0.195 1.353 -0.405
N1 -0.105 -1.391 -0.361
N2 0.798 1.376 0.774
S1 0.573 -1.659 1.247
S2 -0.962 -2.742 -0.837
H1 -1.724 -0.011 0.576
H2 -1.620 -0.107 -1.181
H3 -0.743 2.305 -0.339
H4 0.397 1.350 -1.310
H5 1.389 2.360 0.810
H6 1.650 0.690 0.700
H7 0.504 1.081 1.795
H8 1.689 -2.274 0.776
H9 -0.505 -2.498 -2.005

Calculated values
- Net charge: +1
- Orbital gap: 8.29 eV
- LUMO level: -3.92 eV
- Relative energy (zero: lowest compared OMol25 entry of this formula, charge and spin): 97.68 kcal per mole
- Energy: -26860.5132 eV
- Multiplicity: 1
- HOMO energy: -0.448 Ha



Record 13
Entry from the OMol25 dataset: a cluster of 2 separate species, C2H9N2S2 in total at a distorted geometry (ωB97M-V/def2-TZVPD).

Cartesian coordinates (Å):
C1 3.184 0.760 -0.184
S1 1.514 1.202 0.298
S2 0.828 -0.703 0.727
H1 3.738 0.310 0.646
H2 3.156 0.027 -0.984
H3 3.632 1.665 -0.587
H4 0.415 -0.541 1.980
N1 -1.936 0.045 -1.018
C2 -3.096 -0.558 -0.946
N2 -3.283 -1.731 -0.396
H5 -1.111 -0.403 -0.607
H6 -1.904 0.870 -1.596
H7 -3.951 0.002 -1.312
H8 -4.210 -2.111 -0.274
H9 -2.541 -2.407 -0.267

Calculated values
- Net charge: +1
- Orbital gap: 8.55 eV
- LUMO level: -3.56 eV
- Relative energy (zero: lowest compared OMol25 entry of this formula, charge and spin): 2.46 kcal per mole
- Energy: -26864.6423 eV
- Multiplicity: 1
- HOMO energy: -0.445 Ha



Record 14
Entry from the OMol25 dataset: a cluster of 2 separate species, C2H9N3 in total at a distorted geometry (ωB97M-V/def2-TZVPD).

Cartesian coordinates (Å):
C1 -1.623 1.474 1.376
N1 -1.750 0.593 0.486
H1 -0.697 2.086 1.349
H2 -2.316 1.737 2.252
H3 -2.631 0.101 0.389
N2 0.912 -1.179 0.556
C2 1.217 -1.114 -0.900
N3 1.132 0.198 -1.547
H4 1.548 -0.406 0.903
H5 0.005 -1.030 0.861
H6 2.184 -1.608 -0.992
H7 0.530 -1.830 -1.527
H8 0.187 0.629 -1.687
H9 1.568 0.875 -0.860

Calculated values
- Orbital gap: 9.63 eV
- LUMO level: 0.94 eV
- Relative energy (zero: lowest compared OMol25 entry of this formula, charge and spin): 44.96 kcal per mole
- Energy: -6688.5593 eV
- Multiplicity: 1
- SMILES: C=N.NCN
- HOMO energy: -0.319 Ha



Record 15
Entry from the OMol25 dataset: the molecule C2H9N3O at a distorted geometry (ωB97M-V/def2-TZVPD).

Cartesian coordinates (Å):
C1 -0.696 1.315 -0.388
C2 0.067 -0.183 2.106
N1 -0.124 -0.030 -0.270
N2 0.805 -0.096 0.845
N3 0.050 -1.322 -2.244
O1 0.595 -0.198 -1.518
H1 1.338 -0.963 0.745
H2 0.824 -1.975 -2.170
H3 0.073 -0.947 -3.191
H4 0.074 2.085 -0.511
H5 -1.307 1.566 0.485
H6 -1.368 1.358 -1.253
H7 0.747 -0.511 2.899
H8 -0.316 0.799 2.404
H9 -0.762 -0.897 2.059

Calculated values
- Orbital gap: 9.25 eV
- LUMO level: 1.14 eV
- Relative energy (zero: lowest compared OMol25 entry of this formula, charge and spin): 118.38 kcal per mole
- Energy: -8733.3062 eV
- Multiplicity: 1
- SMILES: CNN(C)ON
- HOMO energy: -0.298 Ha



Record 16
Entry from the OMol25 dataset: a structure of composition C2H9N3O at a distorted geometry (ωB97M-V/def2-TZVPD).

Cartesian coordinates (Å):
N1 1.742 -0.707 1.241
C1 1.104 -0.699 -0.017
N2 -0.068 -1.415 -0.047
H1 1.061 -1.011 1.932
H2 2.226 0.146 1.503
H3 1.857 -0.999 -0.747
H4 -0.959 -0.825 -0.321
H5 -0.041 -2.336 -0.457
N3 0.198 1.536 -0.348
C2 -1.241 1.138 -0.078
O1 -1.708 0.040 -0.719
H6 0.194 1.870 -1.316
H7 0.808 0.570 -0.285
H8 -1.277 0.974 1.023
H9 -1.844 2.037 -0.267

Calculated values
- Orbital gap: 6.96 eV
- LUMO level: -1.53 eV
- Relative energy (zero: lowest compared OMol25 entry of this formula, charge and spin): 126.44 kcal per mole
- Energy: -8732.9569 eV
- Multiplicity: 1
- HOMO energy: -0.312 Ha